No. 1
Formula: C54H47FIN9O5Tl
Source: the Open Molecules 2025 dataset
Level of theory: ωB97M-V/def2-TZVPD

Each line ends with the Löwdin charge.
Element x y z (Å)
1 Tl 0.042 0.640 -1.573  1.175
2 C -0.509 -3.313 -1.736  -0.147
3 N -0.217 -2.241 -0.838  -0.057
4 C 0.835 -2.452 0.129  -0.133
5 C 2.063 -1.651 -0.208  -0.267
6 N 2.039 -0.465 -0.839  0.097
7 C 3.415 -0.068 -0.987  -0.165
8 C 3.982 1.103 -1.457  0.014
9 C 5.367 1.216 -1.325  -0.070
10 C 6.169 0.234 -0.769  -0.076
11 C 5.613 -0.932 -0.217  -0.011
12 C 4.240 -1.052 -0.352  -0.165
13 N 3.329 -2.020 0.128  0.155
14 C -1.233 -2.833 -2.962  -0.310
15 N -1.739 -1.638 -3.163  0.175
16 C -2.124 -1.577 -4.499  -0.206
17 C -2.546 -0.536 -5.285  0.006
18 C -2.814 -0.808 -6.644  -0.089
19 C -2.710 -2.074 -7.190  -0.104
20 C -2.246 -3.140 -6.408  -0.038
21 C -1.952 -2.892 -5.076  -0.183
22 N -1.364 -3.649 -4.072  0.142
23 H -1.206 -4.065 -1.299  0.137
24 H 0.417 -3.863 -2.069  0.146
25 H -1.043 -1.828 -0.419  0.113
26 H 1.133 -3.483 0.259  0.122
27 H 0.525 -2.061 1.105  0.119
28 H 3.388 1.898 -1.874  0.118
29 H 5.875 2.047 -1.771  0.105
30 H 7.220 0.399 -0.806  0.097
31 H 6.192 -1.631 0.326  0.096
32 H 3.603 -2.948 0.473  0.175
33 H -2.698 0.475 -4.883  0.115
34 H -3.016 0.002 -7.326  0.097
35 H -2.922 -2.208 -8.271  0.112
36 H -2.146 -4.148 -6.828  0.107
37 H -1.153 -4.641 -4.082  0.160
38 C -1.704 4.356 -2.991  -0.066
39 C -1.083 4.772 -4.138  -0.067
40 C -0.237 3.892 -4.839  -0.022
41 C 0.138 2.657 -4.249  -0.168
42 C -0.449 2.339 -3.027  -0.138
43 C -1.406 3.125 -2.450  -0.133
44 C 1.116 1.808 -4.983  -0.217
45 C 1.925 2.406 -5.983  -0.001
46 C 2.812 1.647 -6.715  0.010
47 C 2.898 0.273 -6.410  -0.172
48 C 3.658 -0.651 -7.145  -0.031
49 C 3.767 -1.980 -6.754  -0.078
50 C 3.039 -2.466 -5.652  -0.079
51 C 2.264 -1.595 -4.930  -0.017
52 C 2.141 -0.237 -5.323  -0.216
53 N 1.236 0.528 -4.676  0.161
54 H -2.382 4.979 -2.412  0.118
55 H -1.294 5.769 -4.516  0.106
56 H 0.004 4.098 -5.887  0.108
57 H -1.961 2.843 -1.562  0.097
58 H 1.870 3.485 -6.161  0.108
59 H 3.404 2.012 -7.556  0.122
60 H 4.226 -0.348 -8.061  0.128
61 H 4.431 -2.602 -7.290  0.086
62 H 2.980 -3.516 -5.380  0.101
63 H 1.565 -1.938 -4.186  0.095
64 C 3.142 2.744 5.917  -0.060
65 C 1.853 3.214 5.241  -0.200
66 N 1.440 2.426 4.100  -0.030
67 C 1.568 2.872 2.831  0.063
68 C 1.059 2.286 1.678  -0.013
69 C 1.446 2.929 0.408  -0.550
70 O 2.275 3.872 0.382  0.019
71 O 0.846 2.498 -0.678  -0.163
72 C 0.288 1.069 1.835  -0.236
73 O -0.233 0.345 0.922  -0.069
74 C 0.120 0.597 3.213  -0.031
75 C -0.738 -0.500 3.466  0.089
76 C -0.897 -0.987 4.729  -0.198
77 F -1.664 -2.071 4.937  0.066
78 C -0.334 -0.366 5.874  -0.126
79 C 0.548 0.732 5.610  0.047
80 C 0.735 1.214 4.327  -0.110
81 N -0.456 -0.737 7.229  -0.113
82 C -0.758 -2.147 7.503  -0.123
83 C -0.909 -2.398 9.027  -0.066
84 N -0.135 -1.395 9.856  0.058
85 C -0.471 0.050 9.614  -0.064
86 C -0.994 0.240 8.160  -0.125
87 H 3.456 3.407 6.733  0.085
88 H 3.997 2.738 5.193  0.100
89 H 2.978 1.717 6.235  0.053
90 H 1.884 4.221 4.843  0.127
91 H 1.053 3.201 6.001  0.120
92 H 2.100 3.782 2.640  0.142
93 H -1.313 -0.966 2.664  0.145
94 H 1.142 1.170 6.418  0.099
95 H 0.021 -2.768 7.040  0.142
96 H -1.726 -2.429 7.100  0.118
97 H -0.445 -3.373 9.269  0.144
98 H -1.984 -2.356 9.312  0.150
99 H 0.838 -1.588 9.691  0.172
100 H -0.268 -1.590 10.870  0.197
101 H 0.458 0.621 9.696  0.137
102 H -1.185 0.370 10.340  0.125
103 H -0.750 1.256 7.745  0.142
104 H -2.112 0.169 8.181  0.141
105 I -9.099 -1.694 0.770  0.844
106 C -7.356 -0.993 -0.106  -0.757
107 C -7.285 -0.381 -1.352  -0.159
108 C -6.117 0.141 -1.810  -0.014
109 C -4.929 0.127 -1.015  -0.106
110 C -4.970 -0.538 0.221  -0.035
111 C -6.182 -1.035 0.660  -0.189
112 C -3.674 0.727 -1.571  -0.644
113 O -3.862 1.354 -2.669  -0.040
114 O -2.619 0.613 -0.931  -0.095
115 H -8.165 -0.323 -1.979  0.098
116 H -6.063 0.602 -2.792  0.118
117 H -4.081 -0.640 0.844  0.103
118 H -6.237 -1.483 1.659  0.078

Forces on atoms 1 to 6 (eV/Å):
-0.9205 0.5496 -1.1515
-0.6351 -1.1437 -0.7593
0.2296 0.8336 0.5280
0.1878 0.8571 0.2363
0.6045 1.7194 -1.1525
1.2148 -1.4911 0.3257

largest force on an atom = 0.0746 Eh/bohr
gap between HOMO and LUMO = 5.18 eV
E_tot = -3524.76472 hartree
highest occupied orbital energy = -8.852 eV
relative energy (zero: lowest compared OMol25 entry of this formula, charge and spin) = 34.0 kcal per mole
total charge = +1

---

No. 2
Formula: C54H48BrN4P2PtSi
Source: the Open Molecules 2025 dataset
Level of theory: ωB97M-V/def2-TZVPD

Each line ends with the Mulliken spin population.
Element x y z (Å)
1 Pt 0.681 -0.331 0.043  0.667
2 C 3.473 -2.885 0.210  0.002
3 Si 2.984 -1.066 0.109  0.147
4 C 3.567 -0.132 1.660  0.000
5 C 4.920 0.146 1.859  0.011
6 C 5.369 0.620 3.084  0.002
7 C 4.479 0.799 4.136  0.009
8 C 3.132 0.539 3.954  -0.001
9 C 2.674 0.107 2.707  -0.006
10 P 0.900 -0.162 2.463  0.158
11 C 0.010 1.324 2.961  0.121
12 C -1.387 1.253 3.049  0.025
13 C -2.112 2.346 3.484  -0.007
14 C -1.453 3.524 3.821  0.038
15 C -0.073 3.616 3.685  0.005
16 C 0.661 2.527 3.246  -0.001
17 C 0.466 -1.467 3.623  0.086
18 C -0.502 -1.342 4.626  0.029
19 C -0.661 -2.364 5.545  -0.005
20 C 0.123 -3.510 5.469  0.061
21 C 1.083 -3.639 4.469  -0.011
22 C 1.246 -2.631 3.542  0.011
23 C 3.664 -0.441 -1.544  -0.001
24 C 5.036 -0.498 -1.791  -0.002
25 C 5.563 -0.069 -3.000  0.007
26 C 4.725 0.417 -3.994  0.002
27 C 3.357 0.457 -3.785  0.004
28 C 2.827 0.023 -2.566  0.007
29 P 1.039 0.004 -2.328  0.157
30 C 0.432 1.538 -3.055  0.097
31 C 1.241 2.680 -3.004  0.016
32 C 0.809 3.862 -3.579  -0.003
33 C -0.436 3.925 -4.190  0.039
34 C -1.246 2.794 -4.242  0.001
35 C -0.819 1.606 -3.678  0.023
36 C 0.304 -1.332 -3.293  0.063
37 C 1.036 -1.964 -4.300  0.018
38 C 0.392 -2.847 -5.152  -0.003
39 C -0.959 -3.121 -4.991  0.025
40 C -1.678 -2.525 -3.960  -0.010
41 C -1.049 -1.636 -3.109  0.034
42 H 4.563 -2.934 0.293  0.000
43 H 3.197 -3.422 -0.699  -0.001
44 H 3.059 -3.410 1.072  0.002
45 H 5.634 -0.017 1.062  0.000
46 H 6.421 0.829 3.224  0.000
47 H 4.834 1.145 5.097  0.001
48 H 2.432 0.674 4.771  0.001
49 H -1.891 0.327 2.793  0.011
50 H -3.189 2.283 3.571  -0.001
51 H -2.016 4.368 4.199  -0.002
52 H 0.436 4.538 3.937  0.000
53 H 1.737 2.601 3.160  -0.008
54 H -1.094 -0.446 4.725  0.000
55 H -1.391 -2.257 6.336  0.001
56 H -0.009 -4.302 6.194  0.000
57 H 1.706 -4.522 4.423  0.000
58 H 1.997 -2.717 2.765  0.018
59 H 5.705 -0.895 -1.035  0.001
60 H 6.631 -0.118 -3.168  0.000
61 H 5.136 0.759 -4.934  0.001
62 H 2.701 0.822 -4.566  0.001
63 H 2.218 2.631 -2.541  -0.012
64 H 1.453 4.732 -3.560  0.000
65 H -0.773 4.848 -4.642  0.000
66 H -2.200 2.836 -4.750  0.000
67 H -1.431 0.718 -3.767  -0.007
68 H 2.090 -1.762 -4.427  0.002
69 H 0.951 -3.317 -5.950  0.001
70 H -1.453 -3.807 -5.666  0.000
71 H -2.727 -2.753 -3.826  0.000
72 H -1.605 -1.169 -2.304  0.003
73 Br -0.275 6.883 0.244  0.075
74 C -0.542 5.037 0.091  0.207
75 C 0.559 4.171 0.099  0.029
76 C 0.356 2.828 -0.015  0.117
77 C -0.953 2.259 -0.127  0.193
78 C -2.049 3.179 -0.115  0.180
79 C -1.842 4.526 -0.014  -0.037
80 N -1.140 0.932 -0.241  0.398
81 C -2.468 0.472 0.019  -0.164
82 C -1.961 -2.024 0.034  -0.043
83 C -2.745 -3.117 -0.372  0.044
84 C -2.151 -4.289 -0.777  0.008
85 C -0.758 -4.389 -0.776  0.020
86 C -0.041 -3.279 -0.413  -0.023
87 N -0.622 -2.131 -0.022  0.147
88 H 1.559 4.573 0.196  0.001
89 H 1.220 2.163 0.027  -0.053
90 H -3.064 2.816 -0.213  0.012
91 H -2.684 5.206 -0.010  0.004
92 H -2.910 1.073 0.824  0.037
93 H -3.821 -3.008 -0.375  0.006
94 H -2.757 -5.125 -1.100  0.001
95 H -0.251 -5.299 -1.062  0.001
96 H 1.040 -3.285 -0.416  0.015
97 C -5.711 0.648 -1.839  -0.021
98 C -4.664 0.226 -0.868  0.414
99 C -4.922 -0.484 0.305  -0.062
100 C -3.910 -1.079 1.040  0.443
101 N -2.565 -0.893 0.575  0.075
102 N -3.349 0.571 -1.112  0.133
103 C -4.101 -1.895 2.277  -0.027
104 H -6.648 0.138 -1.633  0.001
105 H -5.422 0.428 -2.869  0.015
106 H -5.895 1.725 -1.769  0.025
107 H -5.949 -0.631 0.611  0.008
108 H -3.059 0.974 -1.988  -0.054
109 H -5.161 -2.011 2.493  0.004
110 H -3.628 -1.407 3.137  0.026
111 H -3.656 -2.890 2.188  0.018

Forces on atoms 1 to 6 (eV/Å):
-1.0916 -0.4657 -0.2700
-0.2220 0.3368 0.0768
-0.2712 0.0251 0.1259
-0.0260 -0.2513 -0.5819
-0.0023 0.0370 0.1596
0.0845 -0.0317 -0.0921

largest force on an atom = 0.0237 Eh/bohr
2S+1 = 5
gap between HOMO and LUMO (spin up / spin down) = 5.13 / 3.92 eV
E_tot = -5970.23016 hartree
highest occupied orbital energy (spin up / spin down) = -12.883 / -15.965 eV
total charge = +3